# 1
C47H36CrN6O2P2 as an isolated structure. Source: the OMol25 dataset; level of theory: ωB97M-V with the def2-TZVPD basis set.

Values from the calculation:
- HOMO energy (spin up / spin down): -7.65 / -7.75 eV
- Multiplicity: 5
- Expectation value of S²: 6.01
- Gap between HOMO and LUMO (spin up / spin down): 0.247 / 0.249 hartree

Each line ends with the Löwdin charge.
CARTESIAN COORDINATES (ANGSTROEM)
Cr -0.06341 -0.66227 1.10296  0.641
N 9.89722 -2.83200 2.39312  0.156
C 8.79228 -2.58252 2.20227  -0.179
C 7.40392 -2.26539 1.96236  -0.228
C 6.41730 -2.79947 2.78375  -0.013
C 5.08844 -2.48680 2.55223  -0.010
C 4.73230 -1.63317 1.51302  -0.182
C 5.72749 -1.10865 0.69067  -0.014
C 7.05672 -1.42338 0.90835  -0.012
C 3.29728 -1.31075 1.26519  -0.040
C 2.90478 0.03872 1.37175  -0.246
C 3.76858 1.11958 1.66110  -0.028
C 3.04893 2.27813 1.44625  -0.065
C 1.76822 1.86251 1.05291  -0.201
N 1.64224 0.53469 1.03175  -0.034
C 2.49698 -2.36461 0.86073  -0.248
C 2.91372 -3.69519 0.54027  -0.008
C 1.81360 -4.34330 0.04756  -0.047
C 0.75443 -3.40005 0.08085  -0.138
N 1.14426 -2.23154 0.55367  -0.047
H 6.69390 -3.45459 3.59862  0.122
H 4.31714 -2.89806 3.19087  0.130
H 5.45016 -0.46102 -0.13132  0.127
H 7.82866 -1.01902 0.26788  0.122
H 4.79495 1.04249 1.98201  0.110
H 3.38936 3.29542 1.55483  0.095
H 0.94728 2.50252 0.76625  0.058
H 3.91115 -4.08737 0.65355  0.111
H 1.74960 -5.36203 -0.29864  0.098
H -0.26713 -3.54842 -0.24015  0.103
N -2.15114 0.47821 -1.42099  -0.382
P -1.49038 1.64886 -0.36472  0.981
C -2.90638 2.12809 0.69272  -0.377
C -3.01019 3.41949 1.20959  -0.114
C -3.96699 3.71767 2.16971  -0.093
C -4.81707 2.72226 2.63484  -0.091
C -4.71740 1.43346 2.12481  -0.070
C -3.76484 1.13228 1.15819  -0.082
C -1.39893 3.05492 -1.53613  -0.359
C -2.55441 3.59073 -2.11147  -0.097
C -2.46038 4.59298 -3.06348  -0.077
C -1.21262 5.07344 -3.44877  -0.083
C -0.06239 4.54478 -2.88632  -0.079
C -0.15613 3.53741 -1.93296  -0.093
P -1.25624 -0.98928 -1.56775  0.988
C 0.00492 -0.50575 -2.83560  -0.347
C 1.34528 -0.46238 -2.45849  -0.093
C 2.32800 -0.07522 -3.36470  -0.079
C 1.97831 0.27527 -4.65836  -0.088
C 0.64166 0.24669 -5.04496  -0.082
C -0.33297 -0.14339 -4.14213  -0.094
C -2.40526 -1.93789 -2.62103  -0.367
C -3.77476 -1.69731 -2.61910  -0.099
C -4.61895 -2.46188 -3.41403  -0.077
C -4.10581 -3.48260 -4.20082  -0.090
C -2.74175 -3.74531 -4.18637  -0.085
C -1.89777 -2.97860 -3.39856  -0.102
H -2.48962 0.84843 -2.30383  0.060
H -2.34786 4.20112 0.85063  0.106
H -4.04858 4.72657 2.55558  0.102
H -5.55839 2.95237 3.38960  0.101
H -5.37766 0.65392 2.48443  0.108
H -3.68540 0.12222 0.76119  0.076
H -3.52791 3.22384 -1.80578  0.111
H -3.36029 5.00283 -3.50418  0.104
H -1.14187 5.85966 -4.18951  0.103
H 0.90967 4.91126 -3.19046  0.105
H 0.74774 3.11132 -1.51086  0.091
H 1.62426 -0.72732 -1.44539  0.071
H 3.36663 -0.05830 -3.05833  0.100
H 2.74185 0.56868 -5.36793  0.101
H 0.36321 0.51927 -6.05548  0.102
H -1.37049 -0.17031 -4.45945  0.108
H -4.18121 -0.92878 -1.97528  0.094
H -5.68382 -2.26747 -3.40539  0.103
H -4.76715 -4.07826 -4.81711  0.100
H -2.33535 -4.54564 -4.79175  0.102
H -0.83176 -3.18151 -3.40030  0.107
N -3.02083 -1.40351 6.83701  0.167
C -2.52878 -0.73114 6.04697  -0.169
C -1.91891 0.13362 5.06641  -0.187
C -1.82077 1.50101 5.28812  0.005
C -1.22739 2.27079 4.31045  -0.022
C -0.77499 1.65285 3.15808  -0.115
N -0.87334 0.34141 2.92922  0.031
C -1.42718 -0.40792 3.88598  -0.046
H -2.19815 1.93509 6.20436  0.129
H -1.11777 3.33986 4.42123  0.118
H -0.32254 2.24055 2.37429  0.079
H -1.48695 -1.46936 3.69341  0.119
O -3.26810 -1.98578 0.34466  -0.057
C -2.57295 -2.50484 1.20772  -0.507
O -1.44133 -2.08801 1.64868  -0.233
H -2.96178 -3.38991 1.74524  0.133



# 2
C47H36F15GeN7OPS2Ti as an isolated structure at a distorted geometry. Source: the OMol25 dataset; level of theory: ωB97M-V with the def2-TZVPD basis set.

Values from the calculation:
- HOMO energy (spin up / spin down): -7.06 / -7.41 eV
- Multiplicity: 2
- Expectation value of S²: 0.77
- Gap between HOMO and LUMO (spin up / spin down): 0.231 / 0.220 hartree

Each line ends with the Löwdin charge.
CARTESIAN COORDINATES (ANGSTROEM)
Ti -0.09784 0.82280 0.02218  0.644
C -3.22576 -1.01974 4.01628  -0.085
C -3.35246 0.14349 3.27744  -0.069
C -2.24686 0.70859 2.65255  -0.040
C -1.00321 0.09517 2.74617  -0.314
C -0.87726 -1.07490 3.50205  -0.041
C -1.97813 -1.62284 4.13214  -0.071
N 0.08475 0.58113 1.98452  -0.068
C 1.38084 0.49462 2.45098  -0.262
C 1.78342 0.50163 3.79124  -0.019
C 3.13084 0.48021 4.10452  -0.077
C 4.11017 0.45512 3.11008  -0.091
C 3.73610 0.45113 1.77931  -0.029
C 2.38213 0.45910 1.46249  -0.240
N 1.87255 0.44758 0.16130  -0.092
N 2.70451 0.39183 -0.83863  0.111
C 2.02335 0.49471 -2.02093  -0.356
C 2.73090 0.38516 -3.22875  -0.019
C 2.04358 0.52194 -4.40840  -0.074
C 0.66224 0.74504 -4.37433  -0.060
C 0.02808 0.81603 -3.15787  -0.145
N 0.68955 0.70913 -1.98890  0.002
H -4.09083 -1.46120 4.49502  0.101
H -4.31958 0.61586 3.16850  0.099
H -2.34955 1.61235 2.06847  0.075
H 0.08414 -1.56288 3.57150  0.101
H -1.86683 -2.53766 4.70316  0.104
H 1.03803 0.53344 4.57430  0.117
H 3.42839 0.48643 5.14612  0.104
H 5.15775 0.43514 3.38092  0.100
H 4.46531 0.42716 0.98129  0.107
H 3.79595 0.20254 -3.18609  0.122
H 2.56348 0.44327 -5.35459  0.116
H 0.08276 0.84077 -5.28171  0.113
H -1.03610 0.97460 -3.06411  0.070
C -1.37491 4.88915 1.22126  -0.082
N -0.27185 5.25292 0.33852  -0.299
C 0.05730 6.66915 0.32066  -0.100
P 0.85100 4.17318 -0.18213  0.560
O 0.36606 2.80003 0.17944  -0.402
N 1.06730 4.47377 -1.77627  -0.283
C 0.01334 5.02779 -2.61785  -0.079
C 2.11454 3.77579 -2.51898  -0.085
N 2.34541 4.38713 0.47938  -0.282
C 2.55588 3.92417 1.85194  -0.073
C 3.27140 5.43234 0.07621  -0.106
H -2.26850 5.44421 0.92578  0.090
H -1.14310 5.13141 2.26404  0.091
H -1.58710 3.82973 1.12734  0.028
H -0.81697 7.25016 0.01782  0.089
H 0.85549 6.86890 -0.39631  0.073
H 0.37932 7.02126 1.30700  0.089
H -0.85370 5.29252 -2.01838  0.079
H -0.29926 4.28714 -3.35874  0.086
H 0.37315 5.91627 -3.14392  0.088
H 2.77208 3.23736 -1.83975  0.081
H 2.71315 4.48625 -3.09701  0.093
H 1.66924 3.05764 -3.21276  0.065
H 1.78868 3.20808 2.13700  0.072
H 2.53364 4.76833 2.54981  0.090
H 3.52317 3.42552 1.93389  0.087
H 3.08124 5.74677 -0.94677  0.069
H 4.29397 5.05154 0.13570  0.091
H 3.19936 6.30947 0.72963  0.084
S -2.20090 1.78856 -0.80743  0.635
C -3.69573 0.87782 -0.51575  -0.643
C -3.94482 -0.36999 -1.08018  -0.157
C -5.14211 -1.02479 -0.83111  -0.082
C -6.11449 -0.44045 -0.03268  -0.095
C -5.88389 0.81613 0.50908  -0.103
C -4.68416 1.46924 0.27062  -0.148
H -3.19334 -0.83182 -1.70598  0.061
H -5.31555 -2.00051 -1.27019  0.098
H -7.04746 -0.95631 0.15779  0.099
H -6.63923 1.29206 1.12409  0.101
H -4.50406 2.45022 0.69663  0.098
F 1.88190 -2.40450 1.54235  0.097
C 1.32689 -3.54319 1.97537  -0.248
C 0.41889 -4.19229 1.16637  -0.126
C -0.03427 -5.41633 1.62380  -0.207
F -0.87311 -6.15526 0.88332  0.102
C 0.34329 -5.94267 2.84642  -0.137
F -0.13201 -7.11587 3.25819  0.129
C 1.22813 -5.23923 3.64458  -0.131
F 1.60084 -5.73060 4.81737  0.141
C 1.73395 -4.02923 3.20313  -0.143
F 2.60214 -3.35118 3.95210  0.127
Ge -0.14295 -3.32766 -0.51394  0.753
S -1.04923 -1.39904 -0.15450  0.437
C 1.36689 -3.38084 -1.76674  -0.111
C 2.55265 -4.05831 -1.53915  -0.203
F 2.75314 -4.72839 -0.39943  0.108
C 3.58437 -4.08677 -2.46261  -0.136
F 4.71255 -4.74315 -2.20108  0.130
C 3.42937 -3.43730 -3.67335  -0.131
F 4.39876 -3.46798 -4.57698  0.141
C 2.25049 -2.76567 -3.94602  -0.149
F 2.08119 -2.17938 -5.13227  0.120
C 1.25600 -2.73890 -2.98922  -0.252
F 0.11918 -2.11103 -3.30104  0.092
C -1.66281 -4.35256 -1.22532  -0.136
C -2.78096 -4.49817 -0.41815  -0.251
F -2.73711 -4.08594 0.85212  0.094
C -3.95641 -5.07127 -0.86339  -0.142
F -5.00838 -5.19308 -0.05694  0.129
C -4.03295 -5.52737 -2.16867  -0.134
F -5.15174 -6.08283 -2.61406  0.140
C -2.93628 -5.41047 -3.00139  -0.140
F -3.00004 -5.85997 -4.25407  0.126
C -1.77740 -4.82721 -2.51816  -0.204
F -0.74301 -4.75127 -3.36826  0.098



# 3
C47H37ClLiN4O2P2 as an isolated structure. Source: the OMol25 dataset; level of theory: ωB97M-V with the def2-TZVPD basis set.

Values from the calculation:
- HOMO energy: -2.54 eV
- Charge: -1
- Multiplicity: 1
- Gap between HOMO and LUMO: 0.151 hartree

Each line ends with the Löwdin charge.
CARTESIAN COORDINATES (ANGSTROEM)
Li -0.53161 0.28721 0.68411  0.482
O -4.15827 2.87345 5.98330  -0.041
C -3.89028 3.50063 4.94534  -0.695
O -4.24297 4.62558 4.54812  -0.048
C -2.96820 2.73518 3.95308  -0.078
C -2.65085 3.29519 2.71745  0.055
C -1.88322 2.56112 1.83215  -0.205
N -1.42530 1.34413 2.13283  0.080
C -1.69803 0.80963 3.31437  -0.195
C -2.47287 1.47889 4.25898  0.064
C -1.11840 -0.54736 3.49486  -0.214
C -0.88780 -1.09848 4.74930  0.000
C -0.28416 -2.34013 4.82877  -0.052
C 0.06063 -2.99707 3.65795  -0.055
C -0.20710 -2.37274 2.45179  -0.148
N -0.78051 -1.17722 2.36324  0.061
C -1.52211 2.99925 0.45743  -0.197
C -1.58751 4.42795 0.09558  0.013
C -1.24963 4.84772 -1.12153  -0.023
C -0.83032 3.89846 -2.19337  -0.173
C -0.69230 2.44460 -1.66652  -0.237
N -1.12745 2.08486 -0.34335  0.100
H -3.05364 4.27686 2.50616  0.112
H -2.73412 1.04941 5.21679  0.118
H -1.14139 -0.54331 5.64126  0.115
H -0.06492 -2.77932 5.79314  0.108
H 0.55175 -3.95983 3.67416  0.102
H 0.07160 -2.83268 1.51019  0.087
H -1.89038 5.12771 0.86148  0.107
H -1.28422 5.90601 -1.36024  0.114
H -1.47641 4.00984 -3.06891  0.145
H -1.09274 1.71045 -2.36623  0.131
N 0.20827 -1.08332 -2.44422  -0.420
P 1.31120 -0.15331 -1.51677  0.973
C 1.46037 1.38838 -2.49509  -0.315
C 1.81772 1.49342 -3.77546  -0.078
C 1.61447 2.74026 -4.52683  -0.079
C 1.07368 3.83053 -3.97923  -0.053
C 0.69609 3.90024 -2.53321  -0.182
C 0.84684 2.54981 -1.78229  -0.211
C 2.90501 -0.98912 -1.80460  -0.362
C 2.97060 -2.30842 -2.24185  -0.099
C 4.19675 -2.95572 -2.34452  -0.094
C 5.36271 -2.29324 -1.99806  -0.095
C 5.30207 -0.98141 -1.54174  -0.079
C 4.08277 -0.33457 -1.44210  -0.092
P -0.95231 -1.89430 -1.47820  0.968
C -1.44286 -3.30251 -2.54301  -0.360
C -1.11596 -3.46758 -3.88592  -0.099
C -1.55160 -4.58195 -4.59073  -0.091
C -2.32980 -5.54371 -3.96496  -0.095
C -2.66725 -5.38824 -2.62753  -0.086
C -2.21913 -4.28227 -1.92357  -0.106
C -2.44678 -0.84349 -1.64761  -0.381
C -2.84687 -0.24665 -2.84201  -0.108
C -3.93329 0.61031 -2.86348  -0.088
C -4.63271 0.88049 -1.68964  -0.081
C -4.24791 0.28712 -0.49931  -0.074
C -3.15482 -0.57216 -0.48019  -0.121
H 0.47327 -1.43633 -3.35301  0.033
H 2.23006 0.63984 -4.30472  0.103
H 1.90351 2.75303 -5.57118  0.095
H 0.93547 4.72279 -4.58150  0.105
H 1.22729 4.73107 -2.05997  0.146
H 1.28790 2.66841 -0.78934  0.151
H 2.06303 -2.84783 -2.48645  0.085
H 4.23327 -3.98350 -2.68373  0.098
H 6.31717 -2.79955 -2.06622  0.098
H 6.20673 -0.46741 -1.24394  0.103
H 4.03667 0.67334 -1.04804  0.106
H -0.52832 -2.72687 -4.41489  0.089
H -1.28355 -4.69338 -5.63381  0.101
H -2.66929 -6.41188 -4.51494  0.099
H -3.27129 -6.13470 -2.12790  0.102
H -2.47104 -4.17533 -0.87383  0.102
H -2.28695 -0.43872 -3.75135  0.103
H -4.23624 1.07892 -3.79191  0.100
H -5.47296 1.56300 -1.70719  0.102
H -4.77573 0.51013 0.41925  0.111
H -2.82921 -1.01123 0.45874  0.084
Cl 5.21111 -0.75159 6.77730  0.545
C 4.30997 -0.53060 5.28603  -0.722
C 4.46732 -1.42659 4.23587  -0.163
C 3.76327 -1.25607 3.06303  -0.087
C 2.85155 -0.17039 2.86244  -0.368
C 2.12107 -0.02348 1.68679  -0.133
C 2.73132 0.72081 3.97579  -0.083
C 3.43695 0.54336 5.14561  -0.156
H 5.14732 -2.26394 4.34276  0.088
H 3.90371 -1.96998 2.25702  0.091
H 2.16451 -0.77860 0.91844  -0.031
H 1.39419 0.78170 1.62574  -0.010
H 2.05356 1.56497 3.89545  0.096
H 3.30982 1.24203 5.96416  0.091



Across the entries above, energy relative to the best compared isomer or geometry (same formula, charge and spin) takes the values 7.77 0.00 75.92 kcal per mole, respectively.